# C68H136O34

A 17-piece molecular cluster, C68H136O34 overall in a non-equilibrium geometry (ωB97M-V with the def2-TZVPD basis set, the Open Molecules 2025 dataset).

XYZ file:
```
238
Properties=species:S:1:pos:R:3:forces:R:3
O -26.50949 -22.13811 -0.43991 -1.2 -0.2 1.9
C -26.02310 -21.88123 -1.48660 2.2 -0.5 -1.1
O -26.08505 -22.72447 -2.53840 0.8 0.7 -0.8
C -26.64980 -24.04186 -2.45473 -1.0 0.5 0.4
C -28.08762 -24.01104 -2.96329 0.2 -0.1 0.4
C -25.11176 -20.64075 -1.69286 -1.8 -0.2 -0.5
H -26.67066 -24.37213 -1.41618 0.2 0.0 0.1
H -26.03426 -24.71800 -3.04806 0.2 0.3 0.0
H -28.70237 -23.39852 -2.30375 0.1 0.1 0.0
H -28.46924 -25.02887 -2.88263 -0.2 0.0 -0.3
H -28.17308 -23.62367 -3.97854 0.1 -0.2 0.0
H -25.42936 -19.96478 -0.89895 0.4 0.1 0.0
H -25.41927 -20.20465 -2.64331 0.2 0.2 -0.1
H -24.03039 -20.77605 -1.71353 -0.2 -0.5 0.2
O -16.84941 -20.70581 2.53243 -1.1 0.3 2.2
C -17.45293 -20.68454 3.62639 1.6 -0.8 -3.4
O -17.97057 -19.60837 4.14832 -0.3 -0.4 1.0
C -17.93216 -18.33731 3.50571 -1.7 0.2 -1.5
C -19.12787 -18.24862 2.46358 1.0 -0.3 1.1
C -17.65889 -21.92844 4.42775 0.2 -1.0 0.1
H -16.99328 -18.15257 2.98372 0.1 0.0 0.4
H -18.16305 -17.71425 4.36976 0.5 0.6 -0.4
H -20.02863 -18.55647 2.99458 -0.2 0.2 -0.2
H -18.97817 -18.91316 1.61265 0.2 0.0 0.1
H -19.24397 -17.23788 2.07238 0.0 -0.1 0.2
H -17.28439 -22.80989 3.90725 0.3 0.4 -0.3
H -18.70179 -22.21007 4.57311 -0.2 0.6 0.4
H -17.10028 -21.88544 5.36274 -0.4 0.2 0.2
O -16.63047 -18.92054 -5.20877 2.4 -3.1 -1.1
C -15.92530 -19.87661 -5.63597 -1.8 2.3 1.2
O -15.03634 -20.56853 -4.89004 -0.6 -0.1 -0.5
C -14.73808 -20.05870 -3.59437 1.5 2.0 0.7
C -13.23249 -20.24144 -3.30512 -0.4 -0.6 -0.4
C -16.01534 -20.34357 -7.06202 -0.4 0.2 -0.4
H -15.33652 -20.42936 -2.76216 -0.2 -0.4 -0.5
H -14.91122 -18.98318 -3.63151 -0.3 0.0 0.1
H -13.05690 -21.31117 -3.19138 0.4 0.0 0.2
H -12.87825 -19.70219 -2.42660 -0.5 -0.2 0.3
H -12.59124 -19.86403 -4.10165 -0.3 -0.1 -0.3
H -16.64327 -21.22390 -7.19923 -0.1 -0.2 0.4
H -15.07305 -20.58759 -7.55258 0.1 0.2 0.4
H -16.52853 -19.54611 -7.59943 0.2 0.0 -0.1
O -18.66388 -27.27240 2.91602 0.3 4.6 1.0
C -18.36914 -26.04170 3.00445 -1.2 -3.4 -0.2
O -19.03014 -25.07800 3.75944 1.5 -0.6 -1.1
C -20.15330 -25.41528 4.54342 0.0 -1.4 1.1
C -21.41442 -25.33807 3.79976 -0.6 0.6 -0.7
C -17.22571 -25.49312 2.18442 -0.1 0.0 0.9
H -20.30765 -24.72745 5.37478 1.0 0.3 0.0
H -20.02836 -26.40514 4.98236 0.3 -0.1 -0.1
H -22.20173 -25.54720 4.52398 -0.3 -0.2 -0.3
H -21.43354 -25.97025 2.91202 -0.2 -0.1 0.1
H -21.49785 -24.29106 3.50838 -0.4 0.0 -0.4
H -17.56320 -25.39606 1.15253 0.1 0.3 0.0
H -16.41026 -26.21585 2.21299 -0.2 -0.1 -0.1
H -16.84592 -24.56876 2.61963 -0.2 0.2 -0.4
O -13.13501 -30.31994 -2.27001 -0.8 0.8 -0.6
C -13.92560 -30.09911 -3.15963 -1.0 -0.9 0.7
O -15.05390 -29.31584 -3.08652 1.1 0.1 -0.1
C -15.39449 -28.68633 -1.85424 -1.0 0.5 1.0
C -16.71629 -27.89925 -1.94476 0.5 -1.0 0.6
C -13.90271 -30.79166 -4.49067 0.2 0.4 -1.1
H -14.71815 -27.92713 -1.46147 0.9 -0.4 -0.5
H -15.47330 -29.45396 -1.08441 0.0 -0.1 0.0
H -16.95381 -27.65218 -0.91004 0.2 0.4 0.1
H -17.56762 -28.52406 -2.21486 0.1 0.2 -0.7
H -16.56108 -26.97417 -2.49994 -0.5 -0.2 -0.2
H -13.45482 -31.78512 -4.46736 0.1 0.2 0.3
H -13.32190 -30.15547 -5.15852 0.5 -0.1 0.0
H -14.84532 -30.83151 -5.03655 -0.3 0.0 0.6
O -26.86475 -13.30017 2.08276 -0.2 -0.7 0.7
C -27.61658 -14.16774 2.48747 1.5 1.1 -0.8
O -27.29035 -15.05895 3.45131 -1.0 -0.3 0.3
C -26.02107 -15.09763 4.11981 2.0 0.3 -1.1
C -24.92082 -15.70343 3.21205 -1.1 -0.4 0.0
C -28.97386 -14.36342 1.85357 0.0 -0.2 1.1
H -26.03977 -15.68628 5.03701 -0.9 -0.1 -0.2
H -25.65412 -14.11154 4.40457 -0.6 0.3 -0.1
H -25.24273 -16.66692 2.81686 -0.2 -0.2 0.1
H -24.02759 -15.94597 3.78775 0.2 0.5 -0.1
H -24.75178 -15.07877 2.33495 0.4 0.2 0.3
H -29.25431 -13.52696 1.21343 0.5 -0.2 -0.1
H -29.69827 -14.38554 2.66772 -0.2 -0.4 -0.1
H -28.94652 -15.32028 1.33226 -0.3 0.1 -0.1
O -19.29250 -25.42296 -3.74617 -0.6 -1.2 0.2
C -19.49068 -26.63128 -3.82839 1.7 1.0 -1.2
O -20.11067 -27.37721 -2.94994 -1.1 -0.7 1.1
C -20.78738 -26.80034 -1.78398 -0.2 1.1 -0.9
C -19.84547 -26.57659 -0.64116 0.5 -0.9 0.5
C -18.95026 -27.48835 -5.00649 -0.5 0.8 0.8
H -21.66147 -27.41870 -1.57977 0.5 -0.5 0.1
H -21.24260 -25.85441 -2.07738 0.2 0.1 -0.2
H -19.07194 -25.83819 -0.85209 -0.3 0.3 -0.1
H -19.29067 -27.48694 -0.41413 -0.1 -0.2 0.0
H -20.40135 -26.36576 0.27243 0.0 0.4 -0.1
H -19.62330 -27.30097 -5.84315 0.0 -0.3 -0.1
H -18.90960 -28.54392 -4.73775 -0.1 0.1 -0.1
H -17.97684 -27.11759 -5.32756 -0.1 -0.1 0.2
O -22.95388 -24.85920 0.24260 -2.0 -0.6 0.4
C -24.04230 -24.81705 0.82160 2.3 0.4 -0.5
O -25.14765 -25.50469 0.50363 0.3 0.3 0.1
C -25.06514 -26.63919 -0.34434 -0.4 -1.8 0.6
C -24.73028 -27.92988 0.48497 0.0 0.6 -1.0
C -24.22234 -23.99629 2.05733 -0.5 0.2 0.0
H -24.40675 -26.54699 -1.20812 0.3 0.4 0.3
H -26.07002 -26.77332 -0.74476 0.0 0.2 0.0
H -24.75560 -28.76271 -0.21778 0.2 -0.1 -0.1
H -25.45711 -28.18843 1.25502 -0.1 0.5 0.0
H -23.73169 -27.87999 0.91908 0.0 0.1 0.0
H -24.13592 -24.69285 2.89124 -0.2 0.1 0.2
H -25.20598 -23.52665 2.05785 0.0 -0.2 0.1
H -23.46085 -23.22593 2.17886 0.1 -0.3 -0.2
O -22.05784 -17.07964 1.90187 -1.2 0.1 -1.3
C -22.29746 -16.66963 0.78078 1.5 0.4 0.5
O -23.52142 -16.77855 0.19442 1.0 -0.5 0.6
C -23.81420 -16.19070 -1.06476 -2.0 0.2 -1.0
C -24.52757 -14.85111 -0.90299 1.3 0.3 0.4
C -21.20368 -15.93910 -0.03265 -1.5 -0.3 0.4
H -24.59153 -16.79896 -1.52724 0.1 -0.6 0.4
H -23.06574 -16.17391 -1.85699 0.8 0.1 0.7
H -25.38061 -14.91743 -0.22768 -0.1 -0.1 -0.3
H -24.76202 -14.44487 -1.88692 -0.4 -0.1 0.1
H -23.82967 -14.13884 -0.46289 0.0 0.2 0.2
H -21.07481 -16.47644 -0.97221 0.4 0.1 0.0
H -20.29607 -15.81061 0.55712 -0.2 -0.3 -0.2
H -21.65427 -14.97150 -0.25361 0.4 0.2 -0.2
O -16.71392 -17.02284 0.12529 1.0 -1.6 -1.2
C -15.92634 -17.72020 -0.51568 -0.7 1.4 0.8
O -16.28451 -18.84688 -1.22355 1.5 2.0 0.2
C -17.65123 -19.22187 -1.13624 -0.4 -0.3 0.7
C -18.11146 -20.13094 -2.24953 0.4 -0.8 -0.1
C -14.42327 -17.34415 -0.56470 -0.4 -1.6 -0.7
H -18.30549 -18.35615 -1.03333 0.2 0.2 -0.2
H -17.66950 -19.72992 -0.17205 -0.6 -0.3 0.0
H -17.63024 -21.10896 -2.25154 0.2 -0.1 0.6
H -17.92173 -19.83596 -3.28156 -0.4 0.9 0.1
H -19.15927 -20.33939 -2.03337 -0.1 0.1 -0.3
H -14.15061 -16.69222 -1.39460 -0.5 0.4 0.1
H -13.89272 -18.26052 -0.82331 0.2 -0.1 0.3
H -14.03455 -16.95088 0.37462 -0.5 0.0 -0.1
O -23.68737 -22.41098 5.46165 2.5 1.3 1.6
C -22.85196 -22.16964 6.35051 -1.5 -0.3 -1.4
O -21.86678 -21.22458 6.37294 -0.9 -1.1 -0.7
C -21.71700 -20.23715 5.30734 -1.0 0.6 1.6
C -20.95632 -19.10153 5.98839 0.7 0.6 -1.4
C -22.77221 -22.96594 7.61952 -0.1 -0.7 0.1
H -22.71718 -19.85931 5.09531 -0.1 -0.2 -0.4
H -21.28836 -20.66916 4.40306 0.3 0.0 0.2
H -19.89581 -19.32684 6.10089 -0.1 -0.2 0.5
H -21.40223 -18.65409 6.87669 -0.1 -0.8 0.2
H -20.94625 -18.24716 5.31158 0.0 0.0 -0.4
H -23.47372 -23.79830 7.67563 -0.3 0.3 -0.5
H -22.95613 -22.36183 8.50796 0.5 0.1 -0.1
H -21.79719 -23.45261 7.59556 0.3 0.3 0.6
O -18.13251 -26.08115 -7.93778 0.2 1.3 0.1
C -17.65941 -25.04188 -8.36901 0.5 -1.6 -0.5
O -17.38233 -23.94456 -7.67595 0.2 -0.1 0.7
C -17.73986 -23.90908 -6.27017 -1.2 1.0 0.2
C -19.07232 -23.14607 -6.20888 -0.1 -0.4 0.5
C -17.17035 -24.92644 -9.80214 -0.4 0.2 0.3
H -16.96206 -23.35456 -5.74517 0.2 0.0 -0.3
H -17.85020 -24.88471 -5.79681 0.1 0.0 -0.5
H -19.01946 -22.12523 -6.58730 0.2 -0.1 -0.4
H -19.46980 -23.04986 -5.19851 0.3 -0.2 0.2
H -19.82510 -23.72690 -6.74185 0.0 0.2 -0.2
H -17.46490 -25.84525 -10.30920 0.2 0.3 -0.1
H -16.09160 -24.77195 -9.82593 0.0 -0.2 0.1
H -17.59478 -24.03691 -10.26763 -0.2 -0.1 -0.1
O -25.45901 -19.45341 3.32765 0.1 0.3 0.7
C -25.82963 -20.22361 4.18974 0.2 0.4 -1.6
O -25.84222 -19.95555 5.49122 -0.2 -0.3 0.7
C -25.44654 -18.67871 6.03678 0.0 -0.6 0.7
C -25.53855 -18.83114 7.56739 0.2 0.3 0.2
C -26.31939 -21.60603 3.81856 -0.1 0.7 0.9
H -26.08273 -17.88778 5.63953 -0.1 -0.1 0.0
H -24.41116 -18.46279 5.77322 0.0 0.0 -0.2
H -25.22603 -17.92274 8.08240 0.0 0.3 -0.3
H -24.84721 -19.57553 7.96241 0.0 -0.3 -0.4
H -26.51478 -19.07037 7.98913 -0.2 -0.1 -0.5
H -25.45148 -22.25521 3.93443 -0.2 -0.2 -0.1
H -26.72008 -21.57336 2.80540 0.2 -0.1 0.1
H -27.09540 -21.87003 4.53702 0.1 -0.4 -0.1
O -21.07992 -20.18458 -0.24184 0.0 -1.2 1.8
C -21.57679 -20.80425 0.69832 -0.9 1.1 -1.3
O -20.96928 -21.76976 1.43367 -3.3 1.2 0.4
C -19.62560 -21.89258 1.34877 2.9 -1.5 -3.0
C -19.25196 -22.85115 0.12308 -0.3 0.6 1.6
C -23.02279 -20.53144 1.15021 0.7 0.2 0.3
H -19.22735 -22.38737 2.23459 -0.2 0.4 0.2
H -19.17010 -20.92728 1.12781 0.2 0.0 0.5
H -18.20638 -23.11452 0.28271 0.2 0.0 -0.5
H -19.47199 -22.40947 -0.84882 0.3 0.1 0.1
H -19.84663 -23.75971 0.21797 -0.1 -0.1 0.0
H -23.65090 -21.42167 1.11728 0.1 0.1 0.0
H -23.49314 -19.70465 0.61795 0.3 -0.3 -0.5
H -22.99634 -20.13810 2.16642 0.0 -0.4 0.3
O -15.27552 -24.56206 -0.41214 1.0 1.0 -0.4
C -14.91223 -23.59616 -1.06001 -1.1 -0.4 0.6
O -13.98465 -22.66227 -0.62814 -1.0 -1.3 -0.6
C -13.07372 -22.96572 0.46235 0.4 0.5 0.4
C -12.80138 -21.61260 1.19086 0.5 -1.4 -1.2
C -15.55948 -23.30262 -2.44800 1.7 0.6 0.5
H -12.18327 -23.37726 -0.01285 0.2 0.3 -0.1
H -13.35999 -23.75789 1.15416 -0.9 0.2 -0.2
H -13.75525 -21.19738 1.51616 0.3 0.2 0.1
H -12.24829 -21.01848 0.46339 -0.6 0.6 -0.1
H -12.05289 -21.72408 1.97538 -0.5 -0.3 0.4
H -15.38864 -24.16605 -3.09097 -0.2 -0.2 0.2
H -14.99661 -22.48166 -2.89218 -0.2 0.0 -0.1
H -16.61834 -23.04410 -2.45769 0.1 -0.2 0.5
O -22.96163 -22.47913 -4.54607 3.0 2.5 4.1
C -22.33668 -22.19309 -3.44908 -2.7 -3.1 -3.0
O -21.77346 -21.06644 -3.02762 -0.2 -0.1 -0.8
C -21.79678 -19.94275 -3.91793 -1.2 -0.5 -1.0
C -21.56914 -18.70968 -3.15609 1.1 -0.2 0.9
C -22.27808 -23.25352 -2.36144 -0.3 0.2 -0.5
H -22.78603 -19.86010 -4.36811 0.0 -0.6 -0.4
H -21.02356 -20.07015 -4.67556 -0.2 -0.2 -0.2
H -21.66196 -17.87826 -3.85483 0.1 0.2 0.4
H -20.55530 -18.87234 -2.79035 0.2 1.0 0.3
H -22.20953 -18.68334 -2.27445 -0.2 0.4 -0.2
H -22.87281 -24.11266 -2.67167 0.0 0.2 -0.1
H -22.73526 -22.82506 -1.46952 0.3 -0.2 0.2
H -21.26702 -23.61809 -2.17989 0.1 0.4 0.2
O -28.23941 -17.46403 -3.88087 3.1 0.2 2.8
C -27.16018 -17.20733 -3.30068 -2.1 0.8 -1.4
O -26.88200 -17.24306 -1.93722 0.5 0.4 -2.7
C -27.85032 -17.74456 -1.07437 -1.2 -0.3 1.9
C -27.35062 -17.84363 0.40383 -0.4 -0.3 -1.2
C -25.99907 -16.63607 -4.12820 0.0 -0.2 0.3
H -28.23022 -18.69434 -1.45081 0.3 -0.2 0.1
H -28.72985 -17.10284 -1.02202 -0.1 0.3 -0.4
H -27.37882 -16.89748 0.94431 0.2 0.1 -0.3
H -26.35502 -18.27928 0.48800 -0.1 -0.1 0.1
H -28.09877 -18.48741 0.86635 0.3 -0.2 0.3
H -25.42550 -17.46174 -4.54935 0.1 -0.1 0.1
H -25.31724 -15.98043 -3.58660 -0.1 -0.2 0.3
H -26.37469 -16.06238 -4.97550 -0.3 -0.2 0.2
```
Positions in Å, forces in eV/Å.

Summary:
E_HOMO (eV): -9.7
2S+1: 1
Kohn-Sham gap (eV): 10.23
Energy relative to the best compared isomer or geometry (same formula, charge and spin) (eV): 3.451
Total charge: 0
E_LUMO (eV): 0.5